C34H36BrN8O2Pd | wB97M-V/def2-TZVPD

Calculated values
Charge: +1
LUMO level (spin up / spin down) in eV: -1.9 / -4.8
2S+1: 3
<S²>: 2.035
Energy above the lowest of the compared OMol25 structures with the same formula, charge and spin in kcal/mol: 17.40
E_HOMO (spin up / spin down) in eV: -11.054 / -11.195
Molar mass in g/mol: 775.040

Last column: Mulliken spin population.
Positions of all 82 atoms, in Å:
Pd (-0.1297, 0.7162, -1.7534)  0.913
Br (-1.6456, 2.3224, 0.1148)  0.012
O (-2.7178, -4.8624, -1.3868)  0.000
O (1.1898, 2.4197, -1.0918)  0.332
N (1.4100, -1.7857, 1.4144)  -0.001
N (2.3517, -2.1209, 0.4970)  0.004
N (1.0063, -0.5236, -0.3071)  0.043
N (-1.6220, 0.4195, -3.3693)  -0.008
N (-2.8159, -0.4888, -4.9394)  0.003
N (-0.5554, -5.1894, -1.6532)  0.000
N (-3.7078, 0.1422, -4.1384)  -0.001
N (-1.1531, -5.1263, -2.9163)  0.000
C (-5.5329, -4.2446, -4.7253)  0.000
C (-2.4497, -4.7277, 1.4956)  0.000
C (4.8907, 3.7869, 0.7922)  -0.003
C (1.2238, 3.4775, 2.8613)  0.037
C (-1.1336, -3.5660, 3.1416)  0.000
C (-0.0045, 2.7611, 0.9235)  0.096
C (-1.5002, -5.0114, -0.8052)  0.000
C (-5.0989, -3.1374, -5.4486)  0.000
C (-3.3046, -1.4155, -5.9643)  0.000
C (0.0651, 4.7000, 4.7237)  0.033
C (-2.9509, 0.6783, -3.2176)  0.012
C (2.0802, -1.3352, -0.5126)  0.013
C (-4.6877, -4.8801, -3.8280)  0.000
C (-1.5850, -0.3178, -4.4721)  0.005
C (1.2316, 3.7739, 4.3528)  0.045
C (4.0803, 1.8741, -0.5651)  0.016
C (-2.4011, -4.9155, -2.7092)  0.000
C (2.4389, 3.2257, 0.7474)  0.114
C (3.7255, 3.2848, -0.0606)  0.007
C (1.0684, 2.4284, 5.0831)  0.033
C (2.5334, 4.4317, 4.8122)  0.006
C (-0.0593, -3.5183, 2.2622)  0.000
C (1.1598, -2.6781, 2.5527)  0.000
C (-3.3803, -4.4288, -3.6935)  0.000
C (-1.3714, -4.6826, 0.6193)  0.001
C (-2.3131, -4.1996, 2.7694)  0.000
C (-3.7989, -2.6789, -5.3026)  0.000
C (0.6119, -0.8458, 0.9155)  0.001
C (-0.1664, -4.1202, 1.0175)  0.000
C (0.0128, 3.0911, 2.2400)  0.001
C (1.2026, 2.7828, 0.1027)  0.185
C (2.3943, 3.5311, 2.0860)  0.095
C (3.5588, 4.2528, -1.2448)  0.025
C (-2.9419, -3.3493, -4.4464)  0.001
H (-1.0610, -3.0954, 4.1147)  0.000
H (2.4491, 4.6859, 5.8687)  0.000
H (-3.1427, -4.2448, 3.4615)  0.000
H (-0.9049, 3.0657, 2.8099)  0.003
H (-1.9212, -3.0149, -4.3079)  -0.001
H (-0.7069, -0.7355, -4.9359)  -0.002
H (-6.5487, -4.5946, -4.8444)  0.000
H (5.1256, 3.1064, 1.6131)  0.001
H (3.3051, 3.8376, 2.5741)  -0.001
H (3.3286, 1.4884, -1.2501)  -0.001
H (-2.4781, -1.6055, -6.6495)  0.000
H (5.7779, 3.8558, 0.1628)  0.000
H (-3.3522, 1.2800, -2.4194)  0.001
H (4.1862, 1.1763, 0.2688)  -0.003
H (3.3931, 3.7683, 4.7090)  0.000
H (-5.7875, -2.6200, -6.1044)  0.000
H (4.5043, 4.3163, -1.7858)  0.001
H (2.6625, -1.3306, -1.4185)  0.000
H (3.3123, 5.2568, -0.8937)  -0.004
H (2.7887, 3.9278, -1.9383)  -0.002
H (2.0737, -3.2613, 2.6543)  0.000
H (-3.3920, -5.1534, 1.1790)  0.000
H (0.6499, -4.0736, 0.3074)  0.000
H (2.7403, 5.3534, 4.2658)  -0.001
H (4.7043, 4.7802, 1.2038)  0.001
H (0.1249, 1.9461, 4.8209)  -0.003
H (1.0246, -2.0805, 3.4531)  0.000
H (-5.0438, -5.7141, -3.2386)  0.000
H (1.8860, 1.7482, 4.8390)  -0.002
H (0.1166, 4.9317, 5.7879)  0.001
H (-4.0963, -0.9032, -6.5065)  0.000
H (-0.2403, -0.4421, 1.4383)  -0.005
H (5.0367, 1.9164, -1.0886)  0.001
H (0.1126, 5.6401, 4.1725)  -0.003
H (-0.9085, 4.2455, 4.5422)  0.000
H (1.0732, 2.5922, 6.1619)  0.003

C34H36Cl2N5O4RuS2 | wB97M-V/def2-TZVPD

Calculated values
Charge: -2
LUMO level (spin up / spin down) in eV: 4.2 / 4.2
2S+1: 6
<S²>: 8.808
Energy above the lowest of the compared OMol25 structures with the same formula, charge and spin in kcal/mol: 7.05
E_HOMO (spin up / spin down) in eV: -0.064 / -1.736
Molar mass in g/mol: 814.803

Last column: Mulliken spin population.
Positions of all 84 atoms, in Å:
Ru (-0.0882, 0.5095, -0.3594)  2.458
Cl (-2.6352, 4.6366, -1.6977)  0.003
Cl (-6.8744, 1.7439, -3.3596)  -0.001
S (0.0924, -0.2221, -2.8008)  0.070
S (4.0079, 0.0659, -3.9737)  -0.002
O (5.0642, -0.7850, -3.4786)  0.002
O (4.4334, 1.3743, -4.4183)  0.002
O (-1.5571, 2.0958, -0.8595)  0.164
O (-1.7576, -0.7418, -0.4622)  0.242
N (-1.1236, 1.2475, 1.8285)  0.065
N (0.9444, -0.4250, 1.3838)  0.055
N (1.2551, 1.7353, -0.3233)  1.097
N (0.5873, -2.6963, -0.0982)  -0.004
N (2.7498, 0.1790, -2.9389)  0.024
C (0.8652, -1.5171, -5.6205)  -0.003
C (3.5154, -1.2497, -6.5108)  -0.001
C (0.8731, 4.0131, 0.3945)  0.089
C (1.6492, -0.2783, -3.4918)  0.008
C (4.4328, -1.0323, 0.1907)  0.000
C (-4.6710, 3.0538, -2.4902)  0.280
C (-5.2884, 1.8157, -2.6072)  -0.151
C (-2.8671, -0.5245, -1.0808)  0.379
C (-0.0033, 1.3164, 2.7093)  -0.037
C (-4.7042, 0.6628, -2.1497)  0.185
C (3.1195, -0.7632, -5.2873)  0.003
C (4.2542, -2.2005, -0.5306)  0.032
C (2.5704, -1.9014, -7.2963)  0.001
C (2.0847, 1.1679, 4.5384)  0.004
C (1.8122, -0.8790, -4.8272)  -0.007
C (-3.4130, 3.0848, -1.8829)  -0.030
C (1.8957, -2.1728, 0.0220)  -0.029
C (0.1068, 2.2427, 3.7321)  0.010
C (-3.4174, 0.6845, -1.5402)  -0.097
C (0.0095, -3.2276, 1.1156)  0.008
C (-1.9462, 2.4402, 1.7537)  -0.014
C (1.1659, 2.2015, 4.6374)  0.001
C (0.3073, -3.5327, -1.2383)  -0.003
C (2.0713, -0.9895, 0.7894)  -0.088
C (-2.7212, 1.9551, -1.4045)  0.119
C (1.5810, 3.0826, -0.6146)  -0.092
C (3.3620, -0.4424, 0.8401)  0.087
C (3.1069, 3.2655, -0.5013)  0.073
C (1.0277, 0.3683, 2.4891)  0.053
C (1.2575, -2.0301, -6.8446)  0.001
C (2.9861, -2.7578, -0.6104)  -0.017
C (-1.9435, 0.0752, 2.1337)  0.012
C (1.1293, 3.4757, -2.0364)  0.068
C (2.0131, 0.2630, 3.4914)  -0.016
H (-3.4952, -1.4118, -1.2631)  -0.005
H (-0.1511, -1.5980, -5.2569)  0.002
H (0.0659, 3.2616, -2.1506)  -0.011
H (0.3428, -4.2663, 1.3027)  -0.001
H (-5.2212, -0.2852, -2.2388)  0.018
H (2.7439, -0.5311, 3.4199)  0.001
H (3.4376, 3.0076, 0.5075)  -0.015
H (0.5307, -2.5340, -7.4705)  0.000
H (-0.2060, 3.9339, 0.2541)  -0.011
H (1.2598, 2.9618, 5.4035)  0.000
H (-2.8090, 0.0670, 1.4714)  0.011
H (5.4097, -0.5649, 0.2349)  0.000
H (1.3106, 4.5413, -2.2030)  0.001
H (3.3830, 4.3013, -0.7143)  0.004
H (2.8528, -2.3164, -8.2553)  0.000
H (0.6689, -4.5704, -1.1117)  0.001
H (1.1867, 5.0495, 0.2411)  0.000
H (1.6849, 2.8967, -2.7665)  -0.004
H (2.8486, -3.6667, -1.1843)  -0.001
H (3.5106, 0.4979, 1.3505)  0.000
H (4.5374, -1.1299, -6.8489)  0.000
H (3.5983, 2.6088, -1.2201)  -0.019
H (-2.6368, 2.3294, 0.9196)  0.005
H (-1.3672, -0.8313, 1.9596)  -0.013
H (-0.7757, -3.5612, -1.3820)  0.002
H (-5.1389, 3.9591, -2.8463)  0.033
H (-0.6440, 3.0144, 3.8420)  0.001
H (2.8701, 1.0684, 5.2804)  0.000
H (0.7539, -3.0976, -2.1287)  0.001
H (0.2960, -2.6099, 1.9631)  -0.002
H (-1.3225, 3.3101, 1.5560)  0.004
H (-1.0804, -3.2302, 1.0276)  0.002
H (-2.2928, 0.0992, 3.1793)  -0.002
H (-2.5330, 2.6030, 2.6735)  0.004
H (5.0839, -2.6598, -1.0530)  0.001
H (1.1248, 3.7090, 1.4144)  -0.014

C34H36EuN5O3 | wB97M-V/def2-TZVPD

Calculated values
Charge: -1
LUMO level (spin up / spin down) in eV: 2.5 / 2.5
2S+1: 8
<S²>: 15.760
Energy above the lowest of the compared OMol25 structures with the same formula, charge and spin in kcal/mol: 0.00
E_HOMO (spin up / spin down) in eV: -3.067 / -4.398
Molar mass in g/mol: 714.658

Last column: Mulliken spin population.
Positions of all 79 atoms, in Å:
Eu (0.0348, -0.1145, -0.1082)  6.900
O (0.3698, -1.5450, 1.6172)  0.036
O (-0.5745, -0.5323, -2.5991)  0.005
O (0.9175, -2.2499, -1.4816)  0.002
N (1.7067, 1.9700, 1.5284)  -0.017
N (1.7711, 1.0272, -1.8342)  0.013
N (3.2799, -2.1314, 0.2891)  0.003
N (-1.1105, 0.7434, 2.2697)  -0.022
N (-7.7283, 2.1215, -1.0314)  0.001
C (0.2887, 2.0884, -4.9865)  0.003
C (3.0293, 2.3861, 1.0529)  0.010
C (-6.6357, 1.7845, -0.9013)  -0.001
C (0.8353, 3.1454, 1.6854)  0.001
C (4.0152, -3.8124, 1.8243)  0.000
C (2.2212, -2.6411, -1.8300)  0.003
C (-1.4793, 2.1493, 2.3595)  0.001
C (1.8705, 1.2466, 2.7857)  0.008
C (-1.7405, -0.0908, 2.9936)  0.001
C (-1.5323, -1.5516, 3.0340)  0.005
C (-1.7829, 1.0959, -5.5823)  0.001
C (3.6349, -4.8038, 0.9401)  0.000
C (-3.6567, -0.2059, 0.1155)  0.007
C (-1.7160, 0.2574, -4.5005)  -0.002
C (-5.2642, 1.3569, -0.7390)  0.002
C (-2.3774, -3.6694, 3.8757)  0.001
C (3.1140, 2.6274, -0.4445)  -0.005
C (3.0697, -4.4366, -0.2691)  -0.002
C (2.9049, -3.0881, -0.5610)  -0.004
C (-0.7742, 2.0305, -5.8611)  -0.001
C (0.3771, 1.2723, -3.8558)  -0.002
C (1.5704, 1.4457, -3.0243)  0.003
C (-2.4393, -2.2902, 3.7913)  0.004
C (-4.2249, 2.0997, -1.2896)  0.005
C (-2.9193, 1.6533, -1.1183)  0.006
C (3.8103, -2.4917, 1.4489)  0.001
C (-0.4844, -2.2019, 2.3176)  0.011
C (3.0784, 1.3343, -1.2659)  0.024
C (-2.5491, 0.4934, -0.4108)  0.000
C (-4.9779, 0.1874, -0.0328)  -0.002
C (-1.3593, -4.3141, 3.1662)  0.001
C (-0.6205, 0.2872, -3.5842)  0.001
C (-0.6492, 2.9783, 1.3946)  0.016
C (-0.4421, -3.6177, 2.4130)  -0.003
H (4.4542, -4.0373, 2.7862)  0.000
H (-1.3313, 2.5108, 3.3864)  0.000
H (2.3720, 2.0088, -3.5297)  0.002
H (3.7317, 1.5895, 1.3156)  0.001
H (3.7673, -5.8480, 1.1936)  0.000
H (2.2140, -3.4742, -2.5452)  -0.001
H (2.3148, 3.2990, -0.7743)  -0.002
H (-0.7973, 2.5939, 0.3770)  0.005
H (-2.5429, 0.2547, 3.6651)  0.000
H (2.7275, -5.1738, -0.9829)  0.000
H (-2.4993, -0.4564, -4.2832)  0.000
H (-4.4455, 3.0038, -1.8431)  0.000
H (3.3594, 3.2742, 1.6217)  0.000
H (4.0858, -1.6804, 2.1140)  0.000
H (-3.4936, -1.1171, 0.6939)  -0.001
H (3.3621, 0.4993, -0.6215)  -0.018
H (2.4742, 1.8368, 3.4962)  0.001
H (0.9756, 3.5596, 2.7009)  -0.001
H (-3.0967, -4.2261, 4.4575)  0.000
H (-2.5387, 2.2694, 2.1110)  0.000
H (4.0480, 3.1581, -0.6476)  0.000
H (-5.7903, -0.3907, 0.3909)  0.000
H (0.9056, 1.0197, 3.2259)  0.001
H (0.4612, -1.7168, -2.1878)  0.003
H (1.2129, 3.9124, 1.0051)  -0.001
H (-3.2246, -1.7531, 4.3141)  0.000
H (0.3410, -4.1204, 1.8589)  0.000
H (-0.8281, 2.6781, -6.7229)  0.000
H (3.8358, 1.3710, -2.0619)  0.000
H (-1.0702, 3.9901, 1.3583)  -0.002
H (-2.6457, 1.0275, -6.2363)  0.000
H (2.3551, 0.2894, 2.6013)  -0.002
H (1.0889, 2.8000, -5.1695)  0.000
H (2.7938, -1.8096, -2.2644)  0.001
H (-1.2913, -5.3967, 3.2025)  0.000
H (-2.1466, 2.2609, -1.5968)  -0.005